[1]
84
Properties=species:S:1:pos:R:3:lowdin_charge:R:1 method="wB97M-V/def2-TZVPD" charge=+4
Hf -0.2089 -0.2252 -0.4434 1.261
P 0.2172 1.9415 0.8789 0.687
P -2.6733 0.7465 -0.6195 0.709
P 2.3514 0.1004 -1.0652 0.699
H -1.4291 -3.2865 -4.1923 0.105
C -0.6800 -3.5293 -3.3929 0.067
C -0.3781 -2.8202 -2.2316 -0.124
H 0.1659 -1.7083 -2.1474 -0.018
C 0.3966 3.6399 0.1745 -0.200
C -1.0510 2.2887 2.0915 -0.244
C 1.6347 1.9836 2.0237 -0.219
C -3.3842 -0.1495 -2.0564 -0.237
C -3.7381 0.2375 0.7909 -0.220
C -3.3440 2.4547 -0.8456 -0.208
C 2.6615 -1.0263 -2.4643 -0.240
C 3.3948 -0.5861 0.2755 -0.237
C 3.2948 1.6093 -1.4388 -0.220
H -0.2784 -4.5730 -3.5197 0.117
H -0.5831 -3.4839 -1.3669 0.071
H 0.5426 4.3223 1.0241 0.083
H -0.5102 3.9001 -0.3791 0.043
H 1.2631 3.6558 -0.4938 0.040
H -0.7832 3.2320 2.6200 0.106
H -1.0625 1.5117 2.8682 0.014
H -2.0558 2.3437 1.6442 0.029
H 1.7137 3.0110 2.3947 0.092
H 2.5505 1.6776 1.5243 0.017
H 1.4364 1.3285 2.8779 -0.001
H -4.4082 0.1894 -2.2748 0.091
H -3.3940 -1.2183 -1.8026 0.051
H -2.7430 0.0044 -2.9403 0.036
H -4.6901 0.7853 0.7277 0.082
H -3.2293 0.4905 1.7351 0.025
H -3.9090 -0.8486 0.7279 0.068
H -4.4377 2.3932 -0.6914 0.084
H -3.1282 2.8171 -1.8631 0.068
H -2.9315 3.1607 -0.1088 0.046
H 3.7010 -0.9414 -2.8287 0.095
H 1.9420 -0.7901 -3.2704 0.051
H 2.4683 -2.0575 -2.1243 0.057
H 4.3903 -0.8150 -0.1297 0.093
H 2.9178 -1.4948 0.6653 0.025
H 3.4802 0.1374 1.0949 0.038
H 4.3521 1.3073 -1.5649 0.093
H 3.2368 2.3341 -0.6114 0.050
H 2.9143 2.1086 -2.3506 0.035
C 0.3286 1.9913 -5.2244 -0.588
C -0.3357 0.7634 -5.3809 -0.132
C -0.0416 0.0076 -6.5465 -0.086
C 0.6572 0.5034 -7.6418 -0.051
C 1.2582 1.7788 -7.5370 -0.032
C 1.0820 2.5027 -6.3393 -0.156
Se 0.4565 3.3590 -3.8655 0.898
H -0.4125 2.9713 -2.6887 -0.223
H -1.0932 0.5391 -4.6271 0.065
H -0.3632 -1.0320 -6.6327 0.104
H 0.7391 -0.0336 -8.5856 0.125
H 1.8648 2.2410 -8.3557 0.141
H 1.5239 3.5273 -6.3107 0.104
N -0.3503 -1.1089 1.4173 -0.441
S 0.8343 -1.1591 2.5920 1.119
C 0.0182 -0.3658 3.9554 -0.438
C 0.7818 0.3584 4.9008 -0.060
C 0.1284 1.2103 5.8032 -0.008
C -1.2691 1.3119 5.7886 -0.006
C -2.0184 0.5240 4.9037 -0.031
C -1.3738 -0.3369 4.0043 -0.138
C 0.7421 -2.8818 3.1874 -0.374
C -0.5127 -3.3548 3.5546 -0.080
C -0.5879 -4.6393 4.1072 -0.013
C 0.5452 -5.4373 4.2464 0.001
C 1.7856 -4.9273 3.8759 -0.019
C 1.9193 -3.6511 3.3193 -0.045
H -1.1575 -1.7248 1.5392 0.045
H 1.8800 0.2987 4.8381 0.136
H 0.7366 1.7837 6.5178 0.143
H -1.7522 1.9524 6.5403 0.143
H -3.1078 0.6470 4.9081 0.137
H -1.9632 -0.8572 3.2624 0.080
H -1.4132 -2.7323 3.4575 0.096
H -1.5520 -5.0343 4.3993 0.131
H 0.4852 -6.4136 4.7284 0.143
H 2.6675 -5.5307 3.9748 0.128
H 2.8748 -3.2090 2.9924 0.122

[2]
This record from the OMol25 dataset describes a structure of composition C2H6N2O2 at a distorted geometry. The level of theory is wB97M-V/def2-TZVPD.

Structure (XYZ):
```
12
Properties=species:S:1:pos:R:3:lowdin_charge:R:1
C 0.0808 0.7889 1.9296 -0.099
C -0.0407 -0.8476 -1.7568 -0.056
N 0.3938 0.3171 0.5967 -0.015
N -0.5386 -0.1756 -0.0237 -0.297
O -1.7107 -0.3730 0.2464 -0.046
O 0.7780 0.0798 -2.2938 -0.017
H 0.1977 1.8708 1.9537 0.076
H 0.7802 0.3402 2.6295 0.072
H -0.9455 0.5250 2.2079 0.069
H -0.9923 -0.9019 -2.2612 0.105
H 0.4112 -1.7893 -1.4609 0.105
H 1.5861 0.1657 -1.7674 0.103
```

What did we get for highest occupied orbital energy? Answer: -17.0 -9.2 eV, in the order shown.
What did we get for gap between HOMO and LUMO? Answer: 3.4 10.0 eV, in the order shown.